A structure of composition C14H26O8Zn. Source: the Open Molecules 2025 dataset; level of theory: ωB97M-V with the def2-TZVPD basis set.

Geometry as XYZ:
```
49
Properties=species:S:1:pos:R:3:forces:R:3
Zn 0.023296 -0.023700 0.060288 -0.73 -1.00 -0.89
C -0.789357 -4.009516 0.439008 0.64 3.14 0.88
C -0.652242 -2.661076 0.105717 -0.81 -2.19 -1.44
C -0.750924 -2.253783 -1.411995 -0.04 -1.50 1.02
O -0.647614 -0.992209 -1.590965 0.49 0.73 -0.65
C -0.944229 -3.239442 -2.362865 0.54 2.67 0.58
C -1.020466 -4.594700 -2.008991 -0.51 -1.21 -1.10
C -0.959427 -4.988726 -0.535396 -0.12 -2.37 0.02
O -1.056568 -6.182279 -0.231615 0.01 0.57 -0.44
O -1.177765 -5.457021 -2.869852 0.15 -0.08 0.50
O -0.522656 -1.698121 0.924447 0.16 0.62 1.12
H -0.699223 -4.282708 1.482009 -0.12 -0.18 0.00
H -0.970018 -2.935586 -3.401278 -0.13 -0.20 -0.09
C 1.685665 0.644931 -3.044131 0.04 -0.52 0.49
C 1.112134 1.891715 -2.409036 0.25 -0.36 -0.49
O 0.690539 1.629610 -1.048026 0.10 0.79 0.02
H 1.939812 0.817279 -4.087653 -0.05 0.10 -0.02
H 0.987491 -0.190885 -2.967711 -0.22 0.17 -0.16
H 2.585506 0.307910 -2.522921 0.11 0.27 -0.04
H 0.251314 2.233070 -2.987148 0.01 0.10 0.10
H 1.878525 2.669428 -2.376824 -0.14 0.11 0.00
H 0.666311 2.484098 -0.603769 -0.08 -0.11 0.08
C -0.648416 3.165774 2.244305 -0.14 0.45 0.35
C 0.457941 2.153123 2.492642 -0.06 0.57 -1.23
O 0.146053 0.860224 1.928412 0.18 0.62 1.57
H -0.995315 3.179776 1.211953 0.06 -0.33 -0.06
H -0.277003 4.177369 2.433503 0.09 -0.10 0.17
H -1.518595 3.031594 2.887158 -0.01 -0.17 -0.03
H 0.733323 2.074580 3.541681 -0.08 -0.15 0.05
H 1.327516 2.516758 1.939245 0.20 -0.25 0.15
H -0.347370 0.384757 2.611578 -0.02 -0.42 -0.48
C -4.031697 1.257452 1.184600 0.53 0.43 0.24
C -3.127033 0.246259 0.514000 -1.40 -0.98 -0.28
O -1.920010 0.834682 0.040205 -0.64 0.59 0.19
H -4.125217 2.145340 0.551437 -0.09 -0.05 -0.05
H -3.600052 1.598970 2.128310 -0.15 -0.04 0.07
H -5.033999 0.869755 1.351164 0.04 -0.14 0.07
H -3.717768 -0.224189 -0.283590 0.45 0.34 -0.49
H -2.920109 -0.639575 1.114559 0.63 0.42 0.39
H -2.167670 1.478174 -0.633684 0.18 -0.17 -0.12
C 3.905006 0.915804 0.535399 0.14 -0.07 0.93
C 3.034156 -0.179318 1.158579 0.64 0.38 -0.79
O 2.013411 -0.576951 0.209588 1.18 -0.02 0.67
H 4.352373 0.561794 -0.390755 -0.06 0.20 -0.15
H 4.714027 1.169548 1.229330 0.07 -0.22 -0.09
H 3.369906 1.857077 0.411479 -0.23 -0.15 -0.39
H 2.607285 0.161624 2.095401 -0.46 -0.15 -0.12
H 3.651978 -1.054421 1.360768 -0.07 -0.03 0.16
H 2.487154 -1.134274 -0.418542 -0.55 -0.10 -0.23
```
Positions in Å, forces in eV/Å.

As for the strongest force on any atom: 3.324 eV Å⁻¹. The orbital gap comes out at 5.95 eV.